# 1
{
  "formula": "C26H38Br42FN3O3S3",
  "method": "ωB97M-V/def2-TZVPD",
  "symbols": ["N", "C", "C", "C", "C", "N", "C", "C", "C", "S", "C", "S", "N", "C", "C", "O", "C", "C", "S", "O", "O", "F", "H", "H", "H", "H", "H", "H", "H", "H", "H", "H", "H", "H", "H", "H", "H", "H", "H", "H", "H", "H", "H", "H", "H", "H", "C", "Br", "Br", "Br", "H", "C", "Br", "Br", "Br", "H", "C", "Br", "Br", "Br", "H", "C", "Br", "Br", "Br", "H", "C", "Br", "Br", "Br", "H", "C", "Br", "Br", "Br", "H", "C", "Br", "Br", "Br", "H", "C", "Br", "Br", "Br", "H", "C", "Br", "Br", "Br", "H", "C", "Br", "Br", "Br", "H", "C", "Br", "Br", "Br", "H", "C", "Br", "Br", "Br", "H", "C", "Br", "Br", "Br", "H", "C", "Br", "Br", "Br", "H"],
  "positions_angstrom": [[-4.747, 4.553, 3.249], [-3.652, 4.071, 4.125], [-2.586, 3.326, 3.304], [-1.556, 2.550, 4.181], [-1.463, 1.067, 3.755], [-0.136, 0.672, 3.193], [-0.080, -0.823, 3.241], [1.226, -1.494, 2.742], [0.940, -2.371, 1.477], [2.121, -2.112, 0.108], [1.106, -1.372, -1.193], [-0.245, -2.187, -1.684], [1.495, -0.157, -1.710], [2.961, -0.016, -1.809], [3.230, 1.403, -2.308], [2.828, 1.490, -3.663], [1.419, 1.443, -3.651], [0.844, 0.166, -2.992], [-0.093, 1.206, 1.612], [-1.107, 0.497, 0.861], [-0.253, 2.632, 1.517], [1.297, 0.879, 0.990], [-5.087, 3.740, 2.743], [-4.331, 5.131, 2.526], [-3.218, 4.978, 4.547], [-4.071, 3.445, 4.913], [-2.039, 4.068, 2.718], [-3.078, 2.679, 2.575], [-1.915, 2.611, 5.208], [-0.565, 2.985, 4.078], [-2.260, 0.771, 3.068], [-1.610, 0.453, 4.644], [-0.956, -1.174, 2.686], [-0.232, -1.155, 4.265], [2.057, -0.810, 2.590], [1.528, -2.203, 3.508], [0.985, -3.422, 1.758], [-0.056, -2.206, 1.067], [3.396, -0.071, -0.810], [3.402, -0.764, -2.472], [2.573, 2.064, -1.727], [4.264, 1.708, -2.170], [0.998, 2.301, -3.110], [1.024, 1.503, -4.665], [0.909, -0.661, -3.703], [-0.204, 0.366, -2.775], [-3.262, -3.888, -4.238], [-2.376, -4.775, -2.769], [-2.072, -2.650, -5.120], [-4.024, -5.153, -5.480], [-4.081, -3.319, -3.822], [-2.771, 3.633, -2.980], [-1.884, 2.686, -1.560], [-1.570, 4.890, -3.816], [-3.542, 2.426, -4.272], [-3.583, 4.194, -2.541], [1.185, 7.334, -5.237], [1.939, 5.682, -4.590], [2.480, 8.762, -5.229], [0.381, 7.107, -6.975], [0.396, 7.616, -4.555], [1.932, -6.624, 0.947], [0.480, -5.795, -0.010], [1.636, -8.508, 1.242], [3.623, -6.297, 0.082], [1.979, -6.160, 1.922], [-0.516, -10.064, -1.725], [-1.859, -8.695, -1.916], [-1.051, -11.713, -2.571], [1.200, -9.457, -2.362], [-0.412, -10.267, -0.670], [4.380, 3.094, 2.969], [5.149, 3.485, 4.694], [5.604, 2.116, 1.844], [2.690, 2.181, 3.128], [4.186, 4.040, 2.484], [1.713, -2.044, 7.053], [-0.172, -1.967, 7.458], [2.228, -3.788, 6.410], [2.207, -0.652, 5.820], [2.249, -1.871, 7.975], [1.856, -2.508, -6.265], [0.433, -1.229, -6.499], [1.861, -3.236, -4.480], [1.773, -3.898, -7.601], [2.792, -1.987, -6.402], [-4.237, 3.626, 8.651], [-6.121, 3.552, 8.242], [-3.335, 2.002, 8.131], [-3.401, 5.181, 7.880], [-4.144, 3.712, 9.723], [0.679, 6.768, -11.263], [0.364, 5.273, -12.436], [1.558, 8.221, -12.173], [-0.938, 7.344, -10.384], [1.348, 6.428, -10.482], [4.336, -6.185, -5.932], [5.300, -5.810, -4.304], [5.500, -6.863, -7.311], [2.842, -7.359, -5.618], [3.932, -5.248, -6.287], [-7.121, 0.248, 10.180], [-5.525, -0.833, 10.234], [-8.431, -0.478, 8.967], [-7.851, 0.524, 11.942], [-6.835, 1.217, 9.796], [-1.537, -5.474, 9.090], [-2.982, -4.203, 8.976], [-1.547, -6.413, 10.773], [-1.541, -6.687, 7.593], [-0.615, -4.911, 9.042], [4.510, 4.374, -10.013], [4.178, 2.870, -11.171], [5.351, 5.829, -10.956], [2.900, 4.949, -9.121], [5.198, 4.045, -9.248]],
  "atomic_forces_ev_per_a": [[0.167, -0.432, 0.227], [-0.070, 0.379, -1.219], [0.574, 0.438, 0.665], [-0.879, -0.271, -1.142], [-0.091, 0.644, 0.769], [0.955, -0.574, -0.255], [0.385, -0.281, -0.285], [-0.966, -0.739, -0.714], [0.181, 0.347, -0.026], [0.225, 0.397, -0.037], [-1.135, -0.256, 0.394], [0.243, 0.307, 0.383], [0.850, -1.720, -0.774], [0.220, 1.459, 0.640], [-0.374, -0.565, 0.020], [0.007, 0.346, -0.080], [-0.836, -0.377, 0.465], [0.019, 0.974, -0.329], [-3.704, 1.450, -1.911], [1.496, -0.398, 0.309], [1.098, -0.881, 0.890], [-0.418, -0.502, 0.773], [-0.250, 0.065, 0.007], [-0.023, 0.158, 0.035], [0.086, -0.228, 0.433], [-0.006, 0.043, 0.083], [-0.125, -0.028, -0.125], [-0.005, -0.167, 0.110], [0.344, -0.085, 0.141], [-0.014, 0.119, 0.300], [0.028, 0.115, -0.099], [0.369, -0.176, -0.060], [0.169, -0.237, -0.103], [-0.039, 0.600, 0.195], [-0.097, 0.127, -0.005], [0.163, 0.190, 0.141], [0.077, -0.025, -0.164], [0.036, 0.063, -0.058], [-0.073, -0.327, -0.036], [-0.004, -0.004, -0.007], [0.306, 0.152, 0.213], [0.086, -0.088, -0.328], [0.257, 0.174, 0.029], [0.268, -0.102, -0.119], [0.024, -0.138, 0.294], [-0.098, -0.172, -0.176], [0.020, 0.039, -0.010], [-0.098, -0.024, -0.153], [-0.275, -0.377, 0.199], [0.073, 0.068, 0.083], [0.002, -0.009, 0.019], [0.087, -0.074, 0.007], [-0.097, -0.020, 0.030], [-0.085, -0.089, -0.026], [0.071, 0.060, 0.060], [0.000, 0.019, -0.016], [0.070, -0.045, -0.013], [0.058, 0.077, -0.068], [-0.075, -0.104, -0.022], [0.025, 0.033, 0.044], [0.003, 0.008, 0.004], [-0.054, 0.043, -0.108], [0.123, -0.062, 0.007], [0.005, 0.086, 0.087], [-0.106, -0.038, 0.015], [0.011, -0.014, 0.010], [0.031, 0.078, -0.096], [0.066, -0.072, -0.020], [0.034, 0.106, 0.036], [-0.114, -0.038, -0.094], [0.014, 0.011, 0.057], [0.013, -0.046, 0.035], [-0.044, -0.057, -0.117], [-0.069, 0.034, 0.066], [0.472, 0.276, 0.512], [0.001, 0.001, -0.002], [-0.015, 0.052, -0.093], [0.030, -0.100, 0.011], [-0.071, 0.091, 0.022], [0.148, 0.098, 0.269], [-0.003, -0.005, 0.006], [-0.019, -0.144, 0.121], [0.347, 0.232, -0.264], [0.061, -0.076, -0.173], [-0.017, 0.072, 0.058], [-0.034, 0.061, -0.034], [0.040, 0.021, -0.051], [0.107, -0.002, -0.015], [-0.055, 0.075, -0.001], [-0.071, -0.104, 0.044], [-0.003, -0.015, 0.004], [0.023, 0.023, -0.002], [0.030, 0.107, 0.093], [-0.076, -0.096, 0.060], [0.013, -0.012, -0.076], [-0.056, 0.067, -0.169], [-0.014, -0.057, 0.054], [-0.046, -0.032, -0.082], [-0.064, 0.039, 0.092], [0.081, 0.063, 0.015], [-0.014, 0.003, 0.005], [-0.027, -0.035, 0.000], [-0.072, 0.022, 0.023], [0.088, 0.041, 0.083], [0.047, -0.033, -0.109], [0.005, -0.004, -0.011], [0.018, -0.007, -0.007], [0.015, -0.057, 0.005], [-0.018, 0.055, -0.117], [-0.010, 0.082, 0.092], [-0.005, 0.013, -0.015], [-0.019, 0.011, -0.143], [0.006, 0.107, 0.065], [-0.084, -0.084, 0.046], [0.159, -0.118, 0.179], [-0.013, 0.006, 0.020]],
  "de_lowest_kj_mol": 0.0,
  "total_energy_ha": -110806.2837,
  "mol_weight_g_mol": 3911.775,
  "lumo_energy_ha": -0.0204,
  "orbital_gap_ev": 7.61,
  "charge": 0
}

***

# 2
{
  "formula": "C26H38BrCdNOP2",
  "method": "ωB97M-V/def2-TZVPD",
  "symbols": ["C", "C", "C", "C", "N", "C", "C", "C", "C", "C", "C", "C", "C", "C", "Cd", "P", "H", "H", "H", "H", "H", "H", "H", "H", "C", "C", "H", "H", "H", "H", "H", "C", "C", "H", "H", "H", "H", "H", "C", "C", "H", "H", "H", "H", "H", "Br", "P", "C", "C", "H", "H", "H", "H", "H", "C", "C", "H", "H", "H", "H", "H", "C", "C", "H", "H", "H", "H", "H", "O", "C"],
  "positions_angstrom": [[2.011, 4.069, 0.206], [0.946, 3.540, -0.579], [1.136, 3.330, -1.977], [2.359, 3.746, -2.518], [3.337, 4.234, -1.768], [3.179, 4.445, -0.469], [-0.250, 3.173, 0.074], [-0.960, 2.467, 0.809], [-2.222, 2.376, 1.456], [-2.648, 1.320, 2.311], [-4.006, 1.153, 2.596], [-4.867, 2.184, 2.214], [-4.454, 3.378, 1.577], [-3.109, 3.440, 1.166], [-0.458, -0.274, 1.665], [2.020, -0.441, 0.850], [0.410, 2.788, -2.592], [1.958, 4.102, 1.300], [2.548, 3.615, -3.581], [4.009, 4.869, 0.093], [-2.711, 4.273, 0.602], [-1.985, 0.618, 2.877], [-5.108, 4.223, 1.395], [-4.384, 0.288, 3.129], [2.618, -2.168, 1.089], [3.746, -2.708, 0.213], [1.730, -2.810, 0.974], [2.906, -2.216, 2.149], [3.911, -3.756, 0.497], [3.511, -2.681, -0.857], [4.690, -2.170, 0.363], [2.173, -0.089, -0.952], [3.528, 0.299, -1.542], [1.463, 0.730, -1.154], [1.788, -0.982, -1.468], [3.399, 0.400, -2.632], [3.894, 1.265, -1.165], [4.309, -0.454, -1.371], [3.256, 0.645, 1.650], [4.726, 0.237, 1.670], [2.907, 0.768, 2.687], [3.139, 1.626, 1.162], [5.280, 1.000, 2.233], [4.897, -0.729, 2.156], [5.166, 0.185, 0.669], [-6.733, 1.969, 2.669], [-1.635, -1.644, -0.319], [-0.555, -2.540, -1.505], [-1.127, -3.794, -2.158], [0.366, -2.803, -0.951], [-0.249, -1.810, -2.275], [-0.336, -4.238, -2.779], [-1.449, -4.532, -1.413], [-1.981, -3.567, -2.809], [-2.739, -2.830, 0.496], [-4.066, -3.144, -0.173], [-2.924, -2.418, 1.503], [-2.147, -3.746, 0.643], [-4.623, -3.819, 0.484], [-4.674, -2.249, -0.338], [-3.938, -3.646, -1.135], [-2.658, -0.447, -1.267], [-3.102, -0.876, -2.664], [-2.069, 0.487, -1.328], [-3.525, -0.218, -0.623], [-3.673, -0.042, -3.092], [-2.250, -1.094, -3.321], [-3.756, -1.759, -2.640], [0.078, -2.645, 4.332], [-0.022, -1.905, 3.456]],
  "atomic_forces_ev_per_a": [[-0.252, -0.173, -0.760], [1.245, 0.581, -0.860], [0.280, 0.329, 0.829], [-0.599, -0.672, 0.550], [0.506, 0.763, -0.468], [-0.705, -0.747, 0.446], [0.055, -2.737, 1.389], [0.781, 1.529, -0.767], [-1.037, -0.112, 0.968], [-0.328, 0.171, -0.638], [0.407, 0.868, -0.260], [-1.154, 0.471, 0.063], [1.280, -1.024, 0.205], [-0.927, -0.936, 0.502], [0.521, -0.323, -1.785], [1.091, 0.197, -0.375], [0.062, 0.571, 0.298], [-0.236, 0.305, -0.515], [0.124, 0.054, 0.149], [-0.011, -0.076, -0.232], [-0.226, 0.002, 0.027], [-0.034, 0.458, -0.364], [-0.155, -0.312, 0.043], [0.061, 0.204, 0.091], [-0.502, 0.058, 0.315], [0.288, -0.083, -0.094], [0.181, 0.042, 0.091], [-0.077, -0.097, -0.134], [0.027, 0.251, -0.159], [-0.048, -0.009, 0.240], [-0.297, -0.141, -0.021], [-0.694, 0.022, -0.128], [0.376, 0.037, -0.111], [0.093, -0.269, 0.028], [0.031, 0.236, 0.123], [0.111, 0.007, 0.373], [-0.165, -0.274, -0.071], [-0.297, 0.215, -0.059], [-0.350, 0.319, 0.485], [0.339, -0.026, -0.142], [0.116, 0.085, -0.243], [-0.035, -0.178, 0.155], [-0.084, -0.251, -0.122], [-0.103, 0.209, 0.010], [-0.128, 0.051, 0.207], [0.897, 0.166, -0.263], [0.016, 0.767, 0.246], [0.530, 0.233, 0.208], [-0.137, -0.114, -0.187], [-0.350, 0.080, -0.219], [-0.120, -0.163, 0.284], [-0.320, -0.014, 0.181], [0.134, 0.113, -0.224], [0.216, -0.060, 0.163], [0.009, -0.168, 0.448], [-0.284, -0.267, -0.122], [0.007, -0.172, -0.270], [-0.120, 0.133, 0.055], [-0.028, 0.125, -0.193], [0.094, -0.117, 0.088], [0.015, 0.042, 0.118], [0.185, 0.228, 0.241], [-0.234, -0.010, -0.095], [-0.201, -0.349, 0.044], [0.250, -0.031, -0.177], [0.151, -0.310, -0.080], [-0.244, 0.113, 0.157], [0.192, 0.276, -0.016], [-0.246, 2.729, -3.355], [0.061, -2.825, 3.689]],
  "de_lowest_kj_mol": 0.0,
  "total_energy_ha": -4567.3451,
  "mol_weight_g_mol": 634.860,
  "lumo_energy_ha": -0.2640,
  "orbital_gap_ev": 6.75,
  "charge": 2
}

***

# 3
{
  "formula": "C26H38BrF5NO8PS",
  "method": "ωB97M-V/def2-TZVPD",
  "symbols": ["C", "C", "C", "C", "C", "N", "C", "C", "C", "C", "C", "C", "C", "O", "C", "C", "C", "O", "C", "O", "P", "O", "Br", "C", "C", "C", "C", "C", "C", "C", "C", "F", "F", "C", "F", "F", "F", "O", "S", "O", "O", "H", "H", "H", "H", "H", "H", "H", "H", "H", "H", "H", "H", "H", "H", "H", "H", "H", "H", "H", "H", "H", "H", "H", "H", "H", "H", "H", "H", "H", "H", "H", "H", "H", "H", "C", "O", "H", "H", "H", "H"],
  "positions_angstrom": [[5.168, 2.343, -1.121], [5.459, 1.245, -0.099], [4.357, 0.145, 0.056], [3.003, 0.568, -0.473], [1.801, -0.408, -0.085], [2.352, -1.708, 0.004], [2.291, -2.549, 0.972], [1.566, -3.865, 0.797], [2.963, -2.391, 2.302], [0.785, -0.157, -1.267], [1.152, -1.004, -2.488], [0.979, -2.529, -2.526], [1.167, -3.017, -3.963], [2.550, -3.038, -4.308], [-0.747, -0.007, -0.861], [-1.205, -1.307, -0.149], [-2.559, -1.961, -0.468], [-2.347, -3.291, -1.010], [-2.841, -4.270, -0.226], [-3.598, -5.069, -0.645], [-1.544, 0.350, -2.575], [-3.084, 0.795, -2.201], [-1.966, -1.555, -3.659], [-0.867, 1.261, 0.095], [-2.014, 1.127, 1.128], [-3.307, 0.752, 0.769], [-4.340, 0.639, 1.697], [-4.120, 0.905, 3.046], [-2.829, 1.252, 3.425], [-1.801, 1.358, 2.492], [-1.053, 2.654, -0.587], [-0.352, 2.784, -1.737], [-2.340, 2.964, -0.791], [-0.488, 3.871, 0.265], [0.824, 3.992, 0.162], [-0.905, 3.914, 1.515], [-0.995, 4.971, -0.339], [0.320, 1.508, 0.891], [1.206, 0.312, 1.453], [0.534, -0.618, 2.316], [2.288, 0.960, 2.133], [4.925, 1.951, -2.105], [6.019, 3.017, -1.193], [4.338, 2.967, -0.794], [5.679, 1.682, 0.872], [6.366, 0.741, -0.434], [4.738, -0.737, -0.450], [4.306, -0.057, 1.121], [2.762, 1.593, -0.207], [3.083, 0.591, -1.558], [0.539, -3.755, 1.134], [2.071, -4.628, 1.391], [1.642, -4.190, -0.235], [2.598, -3.120, 3.018], [2.927, -1.377, 2.690], [4.017, -2.627, 2.128], [1.020, 0.863, -1.575], [2.230, -0.877, -2.611], [0.765, -0.608, -3.427], [0.001, -2.893, -2.220], [1.741, -3.054, -1.964], [0.607, -2.392, -4.660], [0.732, -4.015, -4.047], [2.671, -2.488, -5.084], [-1.189, -1.203, 0.933], [-0.455, -2.077, -0.315], [-3.118, -2.112, 0.457], [-3.219, -1.407, -1.125], [-2.472, -4.340, 0.806], [-3.240, 1.607, -2.699], [-3.560, 0.514, -0.249], [-5.328, 0.342, 1.375], [-4.901, 0.855, 3.786], [-2.630, 1.469, 4.465], [-0.843, 1.662, 2.876], [-4.950, 4.413, 2.307], [-5.140, 3.694, 3.522], [-4.535, 3.721, 1.577], [-5.900, 4.802, 1.932], [-4.251, 5.241, 2.450], [-5.505, 4.302, 4.171]],
  "atomic_forces_ev_per_a": [[-0.116, 0.265, 0.490], [-0.210, -0.360, -0.519], [0.762, 0.873, 0.388], [-0.058, -0.155, -0.265], [2.751, 1.380, -1.350], [-2.994, -0.847, 0.750], [0.073, 0.170, -0.086], [1.853, -0.508, -0.357], [-0.068, 0.221, 0.071], [-0.876, 0.757, 0.246], [0.814, -0.883, 0.237], [-0.245, -0.233, -0.916], [-0.307, 0.011, 0.218], [-0.025, 0.037, -0.021], [0.344, -1.045, -0.205], [-0.304, -0.252, 0.259], [0.367, -0.515, 0.606], [-0.088, 0.617, -0.034], [0.266, 0.154, -0.030], [-0.770, -1.157, -0.436], [0.409, 0.668, -0.405], [0.280, -0.145, -0.166], [-0.210, -0.068, 0.239], [-1.520, -0.095, 0.760], [-0.411, -0.229, 0.549], [-0.375, -0.190, -0.046], [0.160, 0.113, 0.473], [0.697, -0.038, -0.513], [-0.232, -0.030, -0.245], [-0.114, 0.160, 0.088], [1.226, 0.839, 1.343], [-0.315, -0.283, -0.382], [-0.134, -0.267, -0.475], [-0.739, 0.665, -1.121], [0.291, -0.344, 0.484], [0.288, -0.282, 0.339], [-0.060, 0.038, -0.002], [0.129, -0.596, -0.722], [1.566, -0.421, 1.812], [-1.012, -0.081, -0.956], [-0.070, 0.549, -0.374], [0.108, -0.040, -0.109], [0.142, -0.049, -0.189], [-0.136, 0.019, -0.063], [-0.038, 0.162, 0.053], [0.156, -0.029, 0.191], [-0.375, -0.267, -0.062], [-0.148, -0.302, 0.057], [-0.077, 0.039, 0.242], [-0.204, -0.175, -0.098], [-0.116, 0.140, -0.020], [-0.305, -0.156, 0.175], [-0.476, 0.061, -0.134], [-0.141, 0.126, 0.218], [-0.002, -0.006, 0.103], [0.053, -0.034, -0.082], [0.129, 0.018, -0.076], [0.075, 0.145, 0.037], [-0.421, 0.345, 0.176], [-0.046, 0.146, 0.251], [0.020, 0.209, 0.322], [0.014, 0.103, -0.058], [0.254, -0.191, -0.069], [0.103, -0.043, -0.055], [0.119, 0.401, -0.005], [0.088, -0.013, -0.321], [-0.022, 0.302, 0.141], [0.112, -0.109, -0.300], [0.188, 0.519, 0.171], [-0.300, 0.015, 0.044], [0.117, 0.176, -0.038], [-0.018, -0.007, -0.170], [-0.158, -0.033, -0.045], [0.146, 0.021, 0.047], [0.142, -0.011, -0.102], [-0.042, 0.019, 0.221], [-0.026, 0.030, -0.038], [0.013, -0.047, 0.036], [0.040, 0.015, -0.093], [0.017, 0.008, -0.103], [-0.004, -0.005, 0.014]],
  "total_energy_ha": -5482.9831,
  "mol_weight_g_mol": 730.524,
  "lumo_energy_ha": 0.0141,
  "orbital_gap_ev": 8.83,
  "charge": 0
}